{"formula": "C21H27F3N7P", "method": "ωB97M-V/def2-TZVPD", "elements": ["C", "C", "C", "C", "C", "C", "P", "N", "C", "C", "C", "N", "C", "C", "F", "F", "F", "C", "N", "C", "H", "H", "H", "H", "H", "H", "H", "H", "H", "H", "H", "H", "H", "H", "H", "C", "C", "N", "H", "H", "H", "C", "C", "N", "H", "H", "H", "C", "C", "N", "H", "H", "H", "C", "C", "N", "H", "H", "H"], "xyz": [[3.20, 0.85, 0.63], [3.24, -0.29, -0.41], [4.53, -0.09, -1.24], [1.97, -0.22, -1.31], [1.00, -1.38, -1.16], [1.35, -2.71, -1.28], [3.03, -3.32, -1.61], [3.83, -3.62, -0.28], [0.38, -3.73, -1.15], [-0.93, -3.42, -0.91], [-1.34, -2.08, -0.77], [-2.66, -1.82, -0.54], [-2.93, -0.56, -0.45], [-4.39, -0.20, -0.23], [-4.79, -0.43, 1.02], [-5.17, -0.96, -1.03], [-4.66, 1.07, -0.54], [-1.99, 0.48, -0.53], [-0.73, 0.25, -0.75], [-0.37, -1.06, -0.89], [2.71, 1.73, 0.22], [2.74, 0.55, 1.57], [4.22, 1.17, 0.86], [3.30, -1.21, 0.16], [4.39, -0.32, -2.29], [5.33, -0.72, -0.88], [4.85, 0.95, -1.21], [1.47, 0.72, -1.13], [2.29, -0.20, -2.35], [3.62, -2.37, -2.46], [2.86, -4.51, -2.34], [4.10, -4.60, -0.24], [0.64, -4.78, -1.26], [-1.67, -4.20, -0.84], [-2.32, 1.50, -0.42], [-8.28, -0.84, 1.47], [-9.17, -0.16, 2.40], [-9.87, 0.38, 3.13], [-8.40, -1.92, 1.54], [-8.49, -0.55, 0.44], [-7.24, -0.60, 1.68], [-4.59, 4.69, 0.53], [-3.29, 4.29, 0.02], [-2.26, 3.98, -0.38], [-5.32, 3.90, 0.37], [-4.55, 4.91, 1.59], [-4.95, 5.59, 0.02], [7.23, -3.68, 2.39], [6.39, -4.55, 1.57], [5.73, -5.22, 0.92], [7.78, -2.99, 1.76], [6.62, -3.11, 3.08], [7.94, -4.27, 2.96], [0.16, 6.43, 0.14], [1.50, 6.98, -0.03], [2.55, 7.42, -0.17], [0.17, 5.35, 0.04], [-0.23, 6.67, 1.13], [-0.52, 6.83, -0.60]], "gap_ev": 7.5, "total_charge": 0, "lumo_ev": -0.897}